Record 1
{
  "formula": "C3H9S",
  "method": "wB97M-V/def2-TZVPD",
  "symbols": ["C", "C", "H", "H", "H", "H", "H", "H", "C", "S", "H", "H", "H"],
  "coordinates": [[-1.054, -1.476, -0.225], [0.123, -1.722, -1.135], [-0.721, -0.821, 0.600], [-1.738, -0.808, -0.884], [-1.485, -2.399, 0.068], [-0.278, -2.270, -2.018], [0.918, -2.433, -0.810], [0.720, -0.893, -1.524], [0.679, 2.654, 1.229], [0.901, 1.353, -0.119], [-0.172, 2.287, 1.979], [0.562, 3.658, 0.903], [1.545, 2.871, 1.936]],
  "lowdin_charge": [-0.228, -0.270, 0.011, 0.090, 0.030, 0.050, 0.058, -0.009, -0.726, 0.056, 0.015, -0.061, -0.015],
  "homo_lumo_gap_ev": 6.554,
  "e_homo_ha": -0.081,
  "total_charge": -1
}

=====

Record 2
{
  "formula": "C7H18N",
  "method": "wB97M-V/def2-TZVPD",
  "symbols": ["C", "C", "C", "N", "H", "H", "H", "H", "H", "H", "H", "H", "C", "C", "C", "C", "H", "H", "H", "H", "H", "H", "H", "H", "H", "H"],
  "coordinates": [[2.099, 1.514, 1.531], [0.638, 1.195, 1.861], [-1.104, 2.713, 0.896], [-0.228, 1.686, 0.810], [2.270, 1.391, 0.460], [2.312, 2.569, 1.727], [2.822, 0.926, 2.096], [0.557, 0.109, 1.963], [0.333, 1.634, 2.809], [-1.745, 2.901, 0.049], [-1.233, 3.247, 1.824], [-0.182, 1.146, -0.038], [0.462, -2.150, -0.196], [-0.620, -1.287, -0.827], [-0.052, -0.308, -1.872], [-1.713, -2.145, -1.469], [0.084, -2.718, 0.655], [0.886, -2.854, -0.916], [1.311, -1.544, 0.134], [-1.179, -0.673, -0.116], [-0.799, 0.427, -2.176], [0.218, -0.857, -2.780], [0.873, 0.174, -1.548], [-2.188, -2.782, -0.718], [-2.495, -1.518, -1.903], [-1.326, -2.798, -2.256]],
  "mulliken_spin": [0.013, -0.030, 0.725, 0.265, -0.001, 0.013, -0.010, 0.007, 0.007, 0.019, 0.022, -0.034, 0.001, 0.010, -0.004, -0.001, 0.000, -0.001, 0.000, -0.005, 0.001, 0.000, 0.001, 0.000, 0.000, 0.000],
  "homo_lumo_gap_ev": [6.572, 10.982],
  "s_squared": 0.753,
  "multiplicity": 2,
  "e_homo_ha": [-0.205, -0.368]
}

=====

Record 3
{
  "formula": "C2H8",
  "method": "wB97M-V/def2-TZVPD",
  "symbols": ["C", "H", "H", "H", "H", "C", "H", "H", "H", "H"],
  "coordinates": [[2.951, -1.114, 1.938], [3.691, -1.684, 1.357], [1.986, -1.641, 1.923], [2.830, -0.114, 1.497], [3.298, -1.016, 2.977], [5.116, -0.252, 3.390], [5.684, -0.958, 4.014], [5.481, 0.770, 3.567], [4.049, -0.311, 3.650], [5.249, -0.511, 2.329]],
  "lowdin_charge": [-0.082, 0.034, 0.026, 0.044, -0.039, -0.067, 0.038, 0.033, -0.011, 0.025],
  "homo_lumo_gap_ev": 12.561,
  "smiles": "C.C",
  "e_homo_ha": -0.419
}

=====

| no. | strongest force on any atom (hartree/bohr) |
| --- | --- |
| 1 | 0.0650 |
| 2 | 0.0243 |
| 3 | 0.0482 |